Entry 1:
C19H34N2O2 | the ωB97M-V functional and the def2-TZVPD basis

```
57
Properties=species:S:1:pos:R:3:forces:R:3:mulliken_charge:R:1
O -1.24547 -0.03106 0.77326 -0.14 0.47 -0.17 -0.743
C -1.01041 -0.96004 1.52684 -0.19 -0.39 0.49 0.428
C -1.71451 -1.14338 2.85672 0.02 0.08 0.10 -1.002
C -0.76716 -0.90332 4.03787 0.09 0.19 -0.23 -1.129
C -0.14596 0.49119 4.00983 -0.08 -0.29 0.27 0.900
C 0.85107 0.72321 5.14794 0.09 0.14 -0.26 -0.998
C 0.95394 2.24249 5.20868 -0.01 -0.05 0.16 -0.580
C -0.49601 2.70301 5.04064 0.04 0.13 -0.01 -0.678
C -1.17138 1.62865 4.16858 0.02 0.04 -0.14 -0.716
N -0.08724 -1.90293 1.25112 0.23 -0.25 0.03 0.101
C 0.69572 -1.91124 0.03582 0.12 -0.16 -0.34 -0.710
C 0.16464 -2.89707 -1.01010 -0.22 0.30 0.09 -0.555
C -1.29105 -2.61030 -1.40681 0.21 -0.23 -0.10 -1.069
N -1.49274 -1.24420 -1.81820 -0.06 0.04 0.34 0.079
C -1.31222 -0.84252 -3.09434 -0.31 0.46 0.06 0.684
O -1.10161 -1.61525 -4.00884 0.21 -0.26 -0.35 -0.691
C -1.42684 0.66199 -3.28038 0.09 0.05 -0.05 -1.045
C -0.32857 1.41775 -2.52465 0.09 -0.30 -0.06 -0.885
C 1.06882 0.92963 -2.89805 -0.16 0.42 0.12 1.445
C 2.18267 1.61654 -2.10572 0.05 -0.31 -0.06 -0.856
C 3.42914 1.29908 -2.92388 0.03 0.15 0.05 -0.609
C 2.96483 1.46290 -4.37564 0.11 -0.04 -0.06 -0.612
C 1.44822 1.19255 -4.36453 -0.01 -0.17 -0.01 -1.094
H -2.53912 -0.43180 2.89522 0.00 -0.06 -0.08 0.360
H -2.12407 -2.15494 2.91167 -0.06 0.01 -0.03 0.410
H 0.03424 -1.64734 4.02679 -0.02 -0.07 0.07 0.315
H -1.32527 -1.03347 4.96835 0.03 -0.02 0.04 0.460
H 0.37973 0.61877 3.05816 0.05 0.03 -0.01 0.051
H 1.81111 0.24061 4.96744 0.03 -0.10 0.05 0.378
H 0.44047 0.33912 6.08397 -0.03 -0.06 0.09 0.338
H 1.39832 2.59936 6.13679 0.08 0.07 -0.02 0.403
H 1.56159 2.60117 4.37643 0.07 0.02 -0.02 0.298
H -0.55536 3.69217 4.58927 -0.06 0.06 0.06 0.324
H -0.98078 2.75336 6.01636 -0.01 0.05 0.01 0.260
H -1.45826 2.02377 3.19556 -0.12 -0.02 -0.02 0.187
H -2.07341 1.25936 4.65786 -0.10 -0.04 -0.03 0.289
H 0.01304 -2.68827 1.87375 -0.08 0.12 0.07 0.298
H 0.66761 -0.89609 -0.36553 0.10 -0.08 0.04 0.108
H 1.73110 -2.16181 0.28501 -0.06 0.10 -0.03 0.499
H 0.23243 -3.91838 -0.63009 0.06 -0.08 -0.02 0.435
H 0.79169 -2.82080 -1.89902 0.05 -0.06 -0.05 0.386
H -1.96109 -2.82073 -0.56829 0.02 -0.03 -0.09 0.338
H -1.55940 -3.25103 -2.25044 -0.05 0.02 0.18 0.443
H -1.55515 -0.55475 -1.07772 0.00 -0.01 -0.12 0.194
H -1.35824 0.86877 -4.34858 -0.05 -0.07 0.02 0.368
H -2.40628 0.98706 -2.92364 -0.04 0.00 -0.06 0.423
H -0.47392 1.30236 -1.44776 -0.02 0.07 0.06 0.149
H -0.41221 2.48358 -2.75223 0.03 0.04 0.03 0.531
H 1.12597 -0.14796 -2.71219 0.04 -0.06 0.04 -0.481
H 2.24918 1.26066 -1.07764 -0.04 0.05 0.10 0.313
H 2.01040 2.69433 -2.08695 -0.04 0.11 0.03 0.344
H 4.26990 1.94853 -2.68233 0.09 -0.06 0.03 0.401
H 3.73218 0.26653 -2.74083 0.04 -0.04 0.04 0.285
H 3.49410 0.78236 -5.04135 0.04 0.06 -0.07 0.292
H 3.16392 2.47941 -4.71669 0.04 0.00 -0.05 0.284
H 0.90808 2.06353 -4.73772 -0.10 0.02 -0.04 0.302
H 1.18288 0.34240 -4.99038 -0.08 0.03 -0.09 0.352
```
Positions in Å, forces in eV/Å.

The calculation puts the total energy at -1004.43868 Ha. The calculation puts the LUMO energy at 0.578 eV. Its SMILES is O=C(CCC1CCCC1)NCCCNC(=O)CCC1CCCC1. As for the frontier orbital gap: 9.73 eV. For the energy above the lowest of the compared OMol25 structures with the same formula, charge and spin, the calculation gives 0.0 kcal/mol. The value obtained for the HOMO energy is -9.1 eV.



Entry 2:
C19H34N4O2P2Ti | the ωB97M-V functional and the def2-TZVPD basis

```
62
Properties=species:S:1:pos:R:3:forces:R:3:mulliken_charge:R:1
Ti -0.21284 1.47032 -0.69763 0.14 -1.86 -2.48 -0.404
P 2.38112 1.09310 -0.65523 0.20 -0.02 -0.47 0.019
P -1.24123 0.51397 -2.81635 -1.11 0.00 -0.53 -0.094
N 0.13409 2.47564 1.00513 1.77 1.17 1.81 0.369
N -2.01449 2.29906 -0.48091 -0.28 0.19 0.47 0.677
H -0.78773 4.11442 1.98565 0.13 -0.38 0.05 0.414
H -3.14480 2.91260 1.20023 0.27 0.19 -0.01 0.407
H -1.34553 2.53457 2.54201 0.42 -0.11 -0.28 0.329
C -1.02291 3.09155 1.64460 -0.03 0.39 0.48 -0.741
H -2.32439 4.22744 0.34128 0.04 -0.23 0.15 0.350
C -2.21149 3.17675 0.67136 -0.77 0.05 -0.74 -0.968
H 1.54105 3.34741 2.28336 0.20 0.06 -0.30 0.462
H -3.91543 2.71858 -1.26813 0.13 -0.29 -0.24 0.362
C 1.40498 2.75910 1.36985 -2.07 0.54 0.31 -0.084
C -2.98211 2.15985 -1.43259 0.46 -0.32 -0.34 -0.495
C 2.48387 2.41428 0.56190 0.69 -0.38 0.94 -0.787
C -2.79915 1.37551 -2.55677 -0.81 0.90 0.84 -0.540
H 3.46714 2.76827 0.86076 -0.15 0.18 0.02 0.466
H -3.62020 1.29031 -3.26716 0.22 0.03 0.15 0.391
H -1.07077 0.80502 -4.20288 0.20 -0.35 0.32 0.139
H -1.74741 -0.81191 -2.95154 0.42 0.13 -0.11 0.085
H 3.31069 1.60365 -1.61347 -0.19 -0.32 0.31 0.124
H 3.21565 0.12744 -0.01437 -0.04 0.30 -0.22 0.154
H -1.26380 4.16534 -2.13033 0.30 -0.08 0.03 -0.068
C -0.21387 4.27224 -2.43328 0.20 -0.83 0.52 0.934
C -0.05616 3.90730 -3.88918 0.32 0.11 -0.36 -1.099
C 0.30659 5.63424 -2.02825 0.06 0.14 -0.11 -1.561
O 0.52527 3.18702 -1.65617 0.78 1.70 0.18 -0.177
H -0.61364 4.60315 -4.52772 0.04 -0.10 0.20 0.400
H 1.00329 3.96778 -4.18003 -0.27 -0.05 0.06 0.304
H -0.42141 2.89354 -4.10408 0.11 0.38 0.19 0.068
H 0.14184 5.83054 -0.96118 0.07 -0.11 -0.17 0.396
H 1.37210 5.76084 -2.26680 -0.22 -0.10 0.06 0.364
H -0.24338 6.40824 -2.57911 0.11 -0.20 0.09 0.428
H 1.18580 3.56371 -1.00869 -1.11 0.05 -1.22 0.229
C 3.53255 -5.00220 1.85831 0.28 0.12 -0.13 -1.104
C 2.14843 -5.32267 2.37591 -0.29 0.17 0.35 -0.578
N 1.08554 -4.48289 1.80877 -0.12 0.64 -0.36 0.233
C 0.30900 -5.08342 0.70412 0.28 0.19 0.16 -0.575
C -0.63423 -6.16918 1.19661 -0.16 0.05 -0.07 -0.965
C 1.10325 -3.14871 2.12244 0.48 -0.63 0.54 0.289
O 1.97316 -2.66154 2.84618 -0.77 -0.02 -0.55 -0.637
C -0.03555 -2.30491 1.60016 0.54 0.06 0.34 -0.109
C -1.36884 -2.63434 1.85404 0.26 0.20 -0.34 -0.099
C -2.34834 -1.83155 1.29023 -0.04 0.41 -0.01 -1.121
C -1.97093 -0.70454 0.55263 0.28 -0.54 -0.05 -0.172
N -0.67681 -0.37116 0.33995 -0.06 -0.62 1.21 0.525
C 0.28553 -1.12914 0.93315 -1.07 -0.09 -0.58 -0.570
H 3.56909 -5.04343 0.76433 0.03 -0.02 0.11 0.275
H 4.24313 -5.73130 2.25769 -0.04 0.09 -0.10 0.383
H 3.82912 -4.00479 2.19354 0.01 -0.22 -0.14 0.306
H 1.87007 -6.35212 2.14220 0.11 0.07 0.19 0.322
H 2.12958 -5.17471 3.46345 -0.02 -0.20 -0.21 0.348
H -0.24839 -4.29783 0.17982 0.22 -0.21 0.13 0.353
H 1.02749 -5.51659 -0.01092 -0.19 0.19 0.12 0.334
H -1.30373 -5.77369 1.96893 0.11 -0.15 -0.10 0.190
H -1.24677 -6.52136 0.36078 0.09 -0.06 0.15 0.391
H -0.07888 -7.01867 1.60700 -0.21 0.13 -0.04 0.345
H -1.59963 -3.48973 2.49068 -0.02 0.17 -0.35 0.633
H -3.40551 -2.05557 1.40897 0.21 0.11 0.08 0.455
H -2.72762 -0.05111 0.11374 0.34 -0.19 -0.01 0.373
H 1.31852 -0.78373 0.83302 -0.45 -0.39 0.07 0.323
```
Positions in Å, forces in eV/Å.

The calculation puts the total energy at -2645.79075 Ha. The calculation puts the LUMO energy (spin up / spin down) at -2.522 / -5.370 eV. As for the spin multiplicity: 4. As for the frontier orbital gap (spin up / spin down): 6.37 / 4.65 eV. The value obtained for the HOMO energy (spin up / spin down) is -8.9 / -10.0 eV. The charge is +1.



Entry 3:
C19H34N8O8S3Ta | the ωB97M-V functional and the def2-TZVPD basis

```
73
Properties=species:S:1:pos:R:3:forces:R:3:mulliken_charge:R:1
Ta -0.07733 0.61368 -0.27113 0.60 -1.51 -0.79 1.056
O -1.89497 1.43486 -0.75415 -0.10 0.33 0.14 -0.693
N -2.56247 1.31885 -1.91139 0.04 0.10 0.57 0.346
C -3.84129 1.76175 -1.89742 0.11 -0.07 -0.18 -0.178
C -4.59989 1.65414 -3.02047 0.01 0.01 -0.01 -0.814
C -4.02167 1.07159 -4.16335 -0.21 0.06 -0.05 -0.115
C -2.73071 0.64078 -4.13978 0.36 -0.05 0.17 -0.885
C -1.94688 0.76355 -2.96477 -0.49 0.06 -0.47 0.733
S -0.34714 0.26747 -2.79315 0.52 0.08 0.27 -0.401
H -4.15725 2.18170 -0.95589 0.01 -0.01 0.03 0.477
H -5.61742 2.01373 -3.01242 -0.01 -0.02 -0.02 0.413
H -4.60657 0.96142 -5.06708 -0.01 0.00 0.02 0.380
H -2.26953 0.17492 -4.99820 0.01 0.02 0.00 0.440
N 1.55941 -2.68835 1.65147 -0.02 0.04 -0.02 -0.405
N 1.58704 -3.09229 0.31993 0.08 -0.36 -0.04 -0.208
C 1.17318 -2.30476 -0.72151 -0.34 1.09 0.40 0.437
O 1.10459 -2.71396 -1.85138 0.05 -0.25 -0.24 -0.659
O 0.88428 -1.05443 -0.35615 0.38 -0.78 0.06 0.219
H 2.44309 -2.89924 2.09517 -0.03 0.00 0.00 0.256
H 0.79523 -3.12268 2.15472 0.04 -0.01 0.01 0.223
H 1.69236 -4.06652 0.07875 0.01 0.03 0.06 0.200
O 0.43844 2.69442 3.12603 0.35 -0.15 0.09 -0.757
S -0.27430 1.87602 2.18509 0.36 0.29 -1.30 1.302
O -0.03906 2.42288 0.72624 -0.76 0.21 1.11 -0.621
O -1.68186 1.70658 2.43410 0.05 -0.08 0.15 -0.646
O 0.39456 0.50296 1.92045 -0.29 0.68 0.31 -0.555
C -3.94182 -2.28346 3.20628 -0.04 -0.04 -0.04 -1.143
N -3.34759 -1.90008 1.94922 -0.08 0.08 -0.14 0.113
C -3.97369 -1.99404 0.65208 -0.01 -0.08 0.24 -0.407
C -2.86222 -1.47991 -0.25279 0.20 0.06 -0.02 0.043
O -3.00531 -1.33524 -1.44130 0.13 -0.04 -0.03 -0.593
N -1.72977 -1.20101 0.51138 -0.59 0.61 -0.28 0.307
C -2.09334 -1.45132 1.78127 0.42 -0.11 0.30 -0.095
N -1.26158 -1.35591 2.82078 -0.10 -0.15 -0.04 -0.301
H -5.02236 -2.30850 3.08487 0.00 0.00 0.00 0.356
H -3.71883 -1.55126 3.98333 -0.03 0.02 -0.01 0.389
H -3.60720 -3.26907 3.53933 0.02 -0.01 -0.01 0.317
H -4.85480 -1.35641 0.56599 -0.01 0.01 -0.01 0.358
H -4.24344 -3.01884 0.38961 0.01 0.00 -0.03 0.332
H -0.44604 -0.75697 2.65510 0.08 -0.01 -0.06 0.087
H -1.67325 -1.29430 3.73614 -0.02 -0.03 0.01 0.273
C 7.36428 0.36594 2.14149 0.05 -0.04 -0.03 -1.319
C 5.97901 0.87230 2.51917 0.04 0.00 -0.01 -0.156
C 4.86660 0.08202 1.84387 0.08 -0.01 -0.05 -0.622
C 3.47374 0.49109 2.29000 -0.16 -0.13 0.03 -0.481
N 3.18406 1.89661 2.01581 -0.42 -0.14 -0.03 -0.104
C 2.79196 2.35218 0.81461 0.53 0.02 0.03 0.008
S 2.69311 1.31052 -0.54392 -0.61 0.15 -0.18 -0.453
N 2.58285 3.66682 0.74554 -0.50 -0.01 -0.06 0.291
C 2.11264 4.39982 -0.42356 0.16 -0.06 0.00 -0.546
C 2.67295 5.81828 -0.41561 -0.02 0.01 -0.06 -0.872
C 4.08599 5.94666 -0.98116 0.03 -0.06 0.00 -0.438
C 5.15865 5.17505 -0.21798 0.00 -0.03 0.05 -0.917
H 8.15406 0.95010 2.61563 -0.02 0.01 0.01 0.375
H 7.51850 0.41656 1.06124 -0.02 0.00 0.01 0.315
H 7.49647 -0.67600 2.44281 -0.01 0.01 -0.01 0.334
H 5.88824 1.92553 2.24062 -0.01 0.01 0.05 0.187
H 5.85214 0.81937 3.60631 0.00 0.03 -0.01 0.278
H 4.98827 -0.98385 2.06725 -0.01 0.00 -0.02 0.437
H 4.93942 0.18589 0.75736 0.01 -0.04 0.06 0.237
H 3.39261 0.37701 3.37368 -0.04 0.00 -0.01 0.577
H 2.70515 -0.13604 1.83162 0.10 0.04 0.02 -0.139
H 2.82959 2.42870 2.79989 0.15 0.04 0.03 0.323
H 2.38522 4.11636 1.63070 0.14 0.07 0.00 0.314
H 1.02410 4.40740 -0.43485 -0.12 -0.03 0.05 0.165
H 2.44588 3.85661 -1.30876 -0.02 0.01 0.05 0.502
H 2.64498 6.21578 0.60591 -0.04 0.02 -0.02 0.319
H 1.99961 6.44296 -1.00734 0.02 0.02 0.02 0.365
H 4.35298 7.00618 -1.00349 0.00 0.00 -0.03 0.341
H 4.07153 5.60405 -2.02063 0.02 0.05 0.00 0.286
H 5.15712 5.44081 0.84259 0.00 0.01 -0.02 0.273
H 6.15074 5.39582 -0.61402 -0.01 0.01 -0.01 0.412
H 5.00964 4.09658 -0.28550 -0.02 0.01 -0.01 0.122
```
Positions in Å, forces in eV/Å.

The calculation puts the total energy at -3036.13728 Ha. The calculation puts the LUMO energy (spin up / spin down) at 0.347 / 0.343 eV. As for the spin multiplicity: 2. As for the frontier orbital gap (spin up / spin down): 6.82 / 8.50 eV. For the energy above the lowest of the compared OMol25 structures with the same formula, charge and spin, the calculation gives 0.0 kcal/mol. The value obtained for the HOMO energy (spin up / spin down) is -6.5 / -8.2 eV.



Q: Which formula does entry 1 have?
A: C19H34N2O2



Q: The lowest total energy belongs to which entry?
A: C19H34N8O8S3Ta